ORCA calculation (wB97M-V/def2-TZVPD) on 2 unconnected molecules or ions with the total composition CH8N6O at a distorted geometry.

Net charge   0
SMILES   [H]/N=N/NN.NNC=O
HOMO-LUMO gap   10.016 eV
Lowest unoccupied orbital energy   1.01 eV
Molar mass   120.12 g/mol
Electronic energy   -446.55492 hartree
Energy relative to the best compared isomer or geometry (same formula, charge and spin)   52.1 kJ/mol

```
16
Properties=species:S:1:pos:R:3:forces:R:3:mulliken_charge:R:1
H 0.5257 1.0147 2.2420 0.32 -0.13 -0.14 0.22
N 0.6148 0.2921 1.5235 1.15 -0.63 -0.62 -0.31
N 1.8102 0.3007 1.1173 -0.35 -0.06 -0.06 -0.31
N 2.1539 -0.5200 0.1174 0.26 0.18 0.53 0.10
N 1.4498 -1.5890 -0.4530 -0.73 0.46 0.37 -0.61
H 3.1487 -0.5477 -0.0659 -0.34 0.26 0.21 0.25
H 0.5303 -1.2369 -0.7286 0.27 -0.31 -0.20 0.43
H 1.2733 -2.3147 0.2441 0.08 0.17 0.03 0.26
N -1.5151 -0.7076 -0.0749 0.19 -0.43 1.07 -0.65
N -1.6325 0.4098 -0.9049 -0.38 -0.02 -0.96 0.04
C -1.1082 1.6662 -0.8040 -1.92 0.28 0.37 0.18
O -1.1020 2.4231 -1.7528 0.52 -0.11 0.07 -0.56
H -2.3370 -0.8386 0.5185 0.04 0.33 -0.30 0.29
H -0.7227 -0.5715 0.5752 -0.49 0.17 -0.29 0.16
H -2.0798 0.1916 -1.7908 0.59 0.16 0.04 0.25
H -1.0094 2.0278 0.2368 0.78 -0.33 -0.12 0.26
```
Positions in Å, forces in eV/Å.



ORCA calculation (wB97M-V/def2-TZVPD) on a molecular structure, C10H24Br4FO6P2S at a distorted geometry.

Net charge   -1
HOMO-LUMO gap   6.966 eV
Lowest unoccupied orbital energy   2.23 eV
Molar mass   672.92 g/mol
Electronic energy   -12323.62165 hartree
Energy relative to the best compared isomer or geometry (same formula, charge and spin)   0.0 kJ/mol

```
48
Properties=species:S:1:pos:R:3:forces:R:3:mulliken_charge:R:1
C 2.6035 -0.7397 1.2502 -1.40 0.16 -0.45 0.03
C 2.7397 0.7274 0.8001 1.44 -0.22 0.94 -0.22
O 2.5735 0.9283 -0.5961 -0.40 -0.29 0.32 -0.51
C 1.2546 0.6810 -1.0359 -0.46 0.32 -0.61 -0.58
C 0.2378 1.8026 -0.6861 -0.34 -0.43 -0.46 -1.20
C -0.7678 1.4671 0.4212 -0.07 0.11 2.01 1.00
S -1.9892 2.9288 0.4876 -1.71 0.29 -1.12 1.26
O -1.9904 3.6810 -0.7411 0.88 0.16 0.40 -0.68
O -3.2773 2.5691 0.9743 0.45 -0.01 0.69 -0.56
F -1.3335 3.8806 1.6148 -0.03 -0.59 -0.80 -0.27
O -0.2998 1.4662 1.7259 0.96 -0.55 -1.73 -0.40
P -1.1387 0.3312 2.8378 -1.24 0.85 2.51 -0.24
O -2.2183 -0.1858 1.5217 0.45 0.68 -1.07 -0.47
C -1.5594 0.1096 0.3227 -0.27 -1.72 -0.35 -0.02
P -2.5727 -0.1585 -1.2110 -0.50 1.85 1.74 0.28
O -3.5839 0.9169 -1.4080 0.32 -0.20 0.39 -0.57
H 2.8971 -0.8997 2.2966 0.07 0.25 -0.63 -0.41
H 3.0958 -1.4439 0.5606 0.23 0.35 0.26 0.32
H 1.5271 -0.9870 1.2088 0.37 -0.12 0.18 -0.05
H 2.1143 1.3919 1.4196 -0.20 -0.34 -0.41 0.13
H 3.7811 1.0257 1.0216 -0.30 0.07 -0.34 0.40
H 1.3084 0.6348 -2.1365 0.18 0.07 0.35 0.33
H 0.8636 -0.3036 -0.7326 0.33 0.28 0.15 0.29
H -0.3621 1.9834 -1.5956 0.14 -0.01 0.32 0.50
H 0.7514 2.7577 -0.5001 -0.09 -0.38 0.21 0.51
H -1.8505 -0.4759 3.7993 0.03 -0.20 -0.16 0.08
H -0.2342 -0.7646 2.5855 0.05 0.22 -0.60 -0.11
H -0.3013 0.8948 3.8819 0.20 -0.38 -0.20 0.00
H -2.0672 1.4116 3.0359 0.05 -0.11 0.16 -0.04
H -0.8555 -0.7608 0.2589 0.60 0.85 -0.52 0.14
H -3.1714 -1.4473 -1.1207 0.61 0.01 0.00 0.06
H -1.6150 -0.2353 -2.2517 0.25 -0.36 0.55 0.00
Br -2.5419 -0.4532 -7.4174 -0.07 -0.03 0.00 -0.17
C -3.6673 0.8622 -6.5226 0.19 0.11 -0.17 -0.56
C -3.1577 1.1843 -5.1429 -0.17 -0.06 0.28 -0.64
Br -3.5784 -0.2222 -3.8723 -0.69 -0.51 -2.16 -0.10
H -4.6763 0.4620 -6.5180 0.03 -0.01 0.08 0.36
H -3.6313 1.7451 -7.1589 0.02 0.00 0.05 0.37
H -3.6509 2.0727 -4.7505 0.01 -0.01 -0.03 0.35
H -2.0814 1.3277 -5.1106 -0.03 0.01 -0.08 0.39
Br 2.2241 -5.0559 3.6227 0.00 0.07 -0.05 -0.11
C 3.8161 -4.1661 2.9446 -0.04 -0.28 0.04 -0.36
C 4.5657 -3.4616 4.0448 0.06 0.33 -0.07 -0.61
Br 3.6887 -1.8013 4.5501 0.08 -0.17 0.40 -0.14
H 3.4908 -3.4942 2.1556 0.01 0.05 0.07 0.14
H 4.4252 -4.9597 2.5153 0.04 0.04 0.03 0.35
H 5.5571 -3.1683 3.7036 -0.02 -0.05 -0.05 0.33
H 4.6581 -4.0588 4.9469 -0.05 -0.05 -0.06 0.38
```
Positions in Å, forces in eV/Å.



ORCA calculation (wB97M-V/def2-TZVPD) on a gas-phase ion, C3H9N4 (charge +1) at a distorted geometry.

Net charge   +1
SMILES   N/C=C\N(N)C=[NH2+]
HOMO-LUMO gap   9.405 eV
Lowest unoccupied orbital energy   -3.33 eV
Molar mass   101.13 g/mol
Electronic energy   -338.43247 hartree
Energy relative to the best compared isomer or geometry (same formula, charge and spin)   232.0 kJ/mol

```
16
Properties=species:S:1:pos:R:3:forces:R:3:mulliken_charge:R:1
N -1.2126 1.4841 -1.8962 -0.51 0.42 0.04 -0.58
C 0.1315 1.2650 -1.7563 0.92 -1.17 0.31 0.08
C 0.8030 0.5198 -0.8537 0.05 -0.69 0.47 -0.57
N 0.3247 -0.3036 0.2512 -0.75 1.45 -0.76 0.25
N -0.9886 -0.8634 0.1634 1.91 -2.95 -1.76 -0.74
C 1.0641 -0.5353 1.2769 1.38 -0.61 2.80 0.25
N 0.7086 -1.2165 2.3861 -2.60 1.18 -3.28 -0.30
H -1.7419 1.7492 -1.0538 0.22 0.00 -1.08 0.25
H -1.5143 1.8403 -2.8201 0.11 -0.09 1.39 0.24
H 0.8029 1.5939 -2.5484 -0.37 0.14 -0.01 0.34
H 1.8327 0.2587 -0.9506 0.64 0.70 -0.55 0.32
H -1.3882 -0.2573 -0.5540 -0.59 -0.47 -0.04 0.32
H -0.7069 -1.8293 -0.4024 -1.62 2.84 1.68 0.34
H 2.1049 -0.1651 1.3628 -0.77 -0.05 -0.85 0.29
H 1.3390 -1.4682 3.0654 1.69 -0.39 1.65 0.22
H -0.2829 -1.3811 2.5343 0.28 -0.31 0.00 0.26
```
Positions in Å, forces in eV/Å.



ORCA calculation (wB97M-V/def2-TZVPD) on 3 unconnected molecules or ions with the total composition C21H29NO4 at a distorted geometry.

Net charge   0
HOMO-LUMO gap   9.101 eV
Lowest unoccupied orbital energy   0.57 eV
Molar mass   359.47 g/mol
Electronic energy   -1172.70257 hartree
Energy relative to the best compared isomer or geometry (same formula, charge and spin)   1806.1 kJ/mol

```
55
Properties=species:S:1:pos:R:3:forces:R:3:mulliken_charge:R:1
C 3.0856 0.1835 6.9269 -3.42 0.28 -0.75 -1.05
H 2.3473 0.4734 7.6898 0.17 -0.62 -0.24 0.28
O 2.2645 -0.0102 5.6768 -1.38 1.85 11.02 -0.36
C 2.8475 -0.2954 4.6495 6.21 -0.02 -3.82 0.62
C 1.9378 -0.4594 3.7185 1.34 -3.38 -8.36 -0.70
C 2.5084 -0.9878 2.4701 -2.11 1.34 0.90 0.49
C 3.8583 -1.1135 2.3028 2.47 0.65 -4.30 -0.41
C 4.8319 -0.5614 3.1678 1.11 -2.08 1.40 0.06
C 4.3468 -0.2649 4.4486 -4.63 -0.98 -4.34 -0.86
H 4.9296 -0.0957 5.2198 2.82 0.97 3.58 0.73
O 6.3002 -0.7345 2.9809 -6.05 3.94 7.81 -0.41
C 6.8912 -0.9369 1.8481 -6.72 -1.94 -5.61 -0.75
H 6.3598 -1.8679 1.6583 1.97 -1.63 -1.75 0.34
H 6.4827 -0.3484 0.9936 0.75 0.57 0.37 0.28
H 7.8306 -0.8200 2.0349 5.99 -0.06 0.19 0.32
H 4.2903 -1.3747 1.2464 -1.13 0.08 1.96 0.27
C 1.4182 -1.2953 1.3843 7.61 2.56 -3.09 0.12
O 0.4896 -1.9361 1.5654 -4.05 -1.77 0.26 -0.40
N 1.9522 -0.8497 -0.1179 -1.41 -3.10 10.64 0.09
H 2.7350 -0.3787 -0.0603 4.48 3.14 -0.07 0.19
C 1.1258 -0.9773 -1.0745 -0.53 -9.68 -7.19 -0.60
H 0.6142 -2.1646 -0.9340 0.85 2.89 -0.46 0.11
H 1.7352 -1.2282 -2.0871 -1.56 0.94 1.71 0.26
C 0.1334 -0.0730 -1.2317 -0.81 8.26 -7.89 -0.87
H -0.4128 0.3127 -0.5337 -3.78 0.55 4.97 0.73
O -0.6391 -0.0217 -2.5423 0.68 -1.13 2.95 -0.37
C -2.1024 0.3623 -2.3808 6.61 -2.98 -7.47 0.47
C -2.1431 1.7644 -2.2068 -3.37 0.00 9.05 -0.73
C -3.6927 2.0008 -2.1592 -1.00 7.00 -2.10 0.43
C -4.6265 1.1050 -1.3994 -0.93 1.98 1.06 -0.90
C -4.2461 -0.2500 -1.9629 -4.50 -2.07 7.47 0.23
C -4.6640 -0.2883 -3.3133 -2.63 -7.04 -4.00 -0.56
C -3.8417 0.5119 -4.2235 1.50 2.87 1.30 -0.27
C -4.1407 2.0218 -3.6145 4.44 -2.49 -2.89 -1.46
H -3.4994 2.6675 -4.2532 -0.05 0.01 0.68 0.45
H -5.0424 2.1648 -4.0359 -3.92 1.15 0.14 0.68
C -2.3425 0.3538 -4.0237 -4.86 -9.52 4.83 -1.16
H -2.2161 -1.1008 -4.3007 0.08 4.15 0.52 0.26
H -1.6959 0.8203 -4.5986 3.02 2.52 -2.38 0.58
H -3.9569 0.3035 -5.2446 -1.20 0.38 -1.54 0.53
H -5.9022 -0.3015 -3.4608 3.51 0.64 0.37 0.20
H -4.4513 -1.7053 -3.6153 -0.49 3.79 0.40 0.30
C -2.8080 -0.6658 -1.5818 -2.18 3.02 -1.86 -1.21
H -2.7168 -1.6607 -1.8675 0.93 -1.57 -0.95 0.47
H -2.4528 -0.5240 -0.6043 -0.44 0.07 1.84 0.60
H -5.0867 -0.9136 -1.3262 2.35 0.86 -1.60 -0.01
H -4.4453 1.2552 -0.3246 0.08 -0.62 -0.11 0.45
H -5.8152 1.4268 -1.5029 3.16 -0.93 -0.29 0.31
H -3.8105 3.2270 -2.0151 0.09 -2.92 0.81 0.13
H -1.8256 1.8051 -0.9668 -0.56 0.86 -2.83 0.22
H -1.5766 2.4755 -2.7073 0.93 0.65 -1.37 0.34
H 0.6766 1.1069 -1.3061 -0.37 -2.77 0.01 0.12
H 0.8944 -0.5508 3.6115 -1.18 0.53 1.47 0.55
H 3.6704 -0.6524 7.2290 0.40 -0.74 -0.16 0.36
H 3.5956 1.0662 6.7541 1.75 1.52 -0.31 0.48
```
Positions in Å, forces in eV/Å.